18
Properties=species:S:1:pos:R:3:nbo_charge:R:1 method="wB97M-V/def2-TZVPD" gap_ev=9.93 smiles="CCCNC=O.O" e_homo_ev=-9.5
C 0.36150 -2.40742 0.58907 -0.61
C 1.38011 -1.45884 -0.01559 -0.40
C 0.80688 -0.38661 -0.93286 -0.23
N -0.03929 0.54148 -0.21390 -0.64
C -0.04204 1.86981 -0.53817 0.54
O 0.83716 2.45311 -1.12194 -0.61
H 0.84781 -3.07328 1.30607 0.21
H -0.35622 -1.85810 1.20348 0.18
H -0.21995 -3.01285 -0.10378 0.21
H 1.86887 -0.92630 0.80576 0.20
H 2.16158 -2.02407 -0.50131 0.21
H 1.62350 0.18281 -1.34749 0.23
H 0.26885 -0.85703 -1.76830 0.18
H -0.87538 0.27300 0.28446 0.42
H -0.96112 2.36528 -0.18303 0.10
O -2.61313 -0.01908 1.46635 -0.94
H -2.59327 0.80401 1.96628 0.48
H -2.35809 -0.71528 2.08867 0.48

=====

75
Properties=species:S:1:pos:R:3:mulliken_spin:R:1 method="wB97M-V/def2-TZVPD" gap_ev="6.45 / 2.55" s_squared=2.233 total_charge=+1 e_homo_ev="-11.0 / -8.7" multiplicity=3
V -0.75425 0.01778 -0.59645 1.70
C -1.89777 1.61842 0.37711 0.05
C -2.67430 0.81901 -0.54989 -0.17
C -1.86024 -0.56814 1.14140 0.01
C -1.44056 0.76810 1.43420 0.02
C -2.64554 -0.54979 -0.07378 0.06
C -1.93371 3.11774 0.36098 0.00
H -1.68304 3.52562 -0.62221 0.00
H -1.25199 3.54929 1.08239 0.00
H -2.92095 3.52162 0.60833 0.00
C -1.20792 1.23961 2.81039 0.00
H -0.98546 2.31164 2.85787 0.00
H -0.45603 0.62205 3.30836 0.00
H -2.14020 1.14382 3.38494 0.00
C -1.84462 -1.70918 2.08315 -0.02
H -2.69971 -1.61741 2.76297 0.00
H -0.95907 -1.67402 2.72197 0.00
H -1.93267 -2.65598 1.54213 0.00
C -3.31597 -1.72894 -0.66945 -0.04
H -4.13947 -1.41349 -1.31857 0.00
H -3.69313 -2.34244 0.14562 0.01
H -2.60379 -2.33909 -1.23450 0.00
C -3.54783 1.39796 -1.60396 -0.01
H -4.28518 2.07796 -1.15329 0.00
H -4.02592 0.59392 -2.17762 0.00
H -2.94321 1.97672 -2.31328 0.00
C 1.30034 0.56824 -1.52365 -0.04
C 0.23055 1.46056 -1.83902 -0.04
C -0.32086 1.57417 -3.21595 -0.01
C -1.20633 0.42981 -3.76331 -0.01
C -1.23341 -0.80428 -2.92257 0.05
C -0.11092 -1.52797 -2.58800 0.03
C 1.24914 -1.34229 -3.24251 0.00
C 2.01698 -0.18089 -2.63455 -0.01
H 0.49086 1.68252 -3.95059 0.00
H -0.86818 0.21235 -4.79217 0.01
H -0.96580 2.46403 -3.28409 0.00
H 2.23798 0.52606 -3.44298 0.00
H 2.09081 0.97356 -0.88452 0.04
H 0.12939 2.36876 -1.25426 -0.03
H 2.97362 -0.57439 -2.26240 0.00
H 1.82177 -2.27685 -3.12050 0.00
H -0.24912 -2.53326 -2.17081 -0.01
H 1.15791 -1.16909 -4.33047 0.00
H -2.25374 0.75710 -3.85261 0.00
H -2.19759 -1.34726 -2.93759 0.02
P 1.76590 1.77678 1.31529 0.01
C 1.74944 2.45406 3.00672 0.01
H 2.69430 2.99050 3.11848 0.00
H 1.69641 1.62731 3.73646 0.00
H 0.90621 3.15194 3.10220 0.00
C 3.44557 1.03921 1.28032 0.00
H 4.11896 1.79321 1.70373 0.00
H 3.75923 0.78027 0.25775 0.00
H 3.43923 0.14741 1.92537 0.00
C 1.99435 3.33745 0.35069 0.00
H 2.14424 3.14869 -0.72040 0.00
H 2.88375 3.84465 0.73467 0.00
H 1.12204 3.99356 0.48701 0.00
P 0.83163 -2.35986 0.77521 0.02
C -0.04433 -3.90397 0.15153 0.00
H 0.75410 -4.65302 0.01654 0.00
H -0.57084 -3.73011 -0.80289 0.00
H -0.75008 -4.23361 0.93646 0.00
C 2.41567 -2.38310 -0.14254 -0.01
H 2.27823 -1.97388 -1.14854 0.01
H 2.74729 -3.42163 -0.21517 0.00
H 3.13655 -1.78061 0.42889 0.00
C 1.42545 -3.00819 2.37357 0.00
H 1.66457 -4.06237 2.20842 0.00
H 0.67454 -2.88700 3.15688 0.00
H 2.32137 -2.45441 2.67047 0.00
O 2.70206 -0.82910 3.99279 0.12
N 1.61044 -0.32868 4.34068 0.12
O 0.63285 -1.03912 4.66315 0.13

=====

10
Properties=species:S:1:pos:R:3:nbo_charge:R:1 method="wB97M-V/def2-TZVPD" gap_ev=8.64 total_charge=-1 smiles="O=C([O-])[C@@H]1CN1F" e_homo_ev=-4.3
O -0.52225 1.39236 -2.15915 -0.75
C -0.72350 1.04364 -0.99453 0.78
O -1.51194 1.47055 -0.14195 -0.75
C 0.28142 -0.14988 -0.51233 -0.25
C -0.23249 -0.73900 0.73644 -0.33
N 0.83419 0.29351 0.84149 0.02
F 2.05520 -0.54665 1.06261 -0.37
H 1.01392 -0.81678 -1.00538 0.21
H -1.15217 -0.23414 1.15422 0.24
H -0.04238 -1.71362 1.01858 0.19

=====

68
Properties=species:S:1:pos:R:3:nbo_charge:R:1 method="wB97M-V/def2-TZVPD" gap_ev=4.47 total_charge=+1 e_homo_ev=-8.1
Lu 1.01457 -0.98192 2.81600 1.67
C 3.35274 -1.03934 1.76204 -0.08
C 3.08808 0.32973 2.00398 -0.09
C 2.84855 -0.79872 4.03067 -0.24
C 3.20671 -1.75453 2.99460 -0.19
C 2.73200 0.49932 3.37624 -0.18
C 3.76768 -1.61886 0.45951 -0.66
H 3.31246 -1.08567 -0.37896 0.24
H 3.46258 -2.66592 0.36720 0.23
H 4.84616 -1.58677 0.28230 0.24
C 3.23661 -3.23530 3.07400 -0.66
H 3.72033 -3.66301 2.18584 0.24
H 2.21780 -3.67317 3.12719 0.25
H 3.77537 -3.56142 3.96723 0.24
C 2.09026 -1.18909 5.24501 -0.69
H 2.74393 -1.79295 5.89078 0.29
H 1.18898 -1.85586 5.03678 0.22
H 1.74555 -0.31024 5.80105 0.25
C 1.94331 1.66169 3.85979 -0.66
H 2.54426 2.34202 4.47127 0.27
H 1.08421 1.36614 4.48558 0.21
H 1.56696 2.27236 3.02614 0.25
C 3.15543 1.39579 0.97733 -0.66
H 3.72730 2.27433 1.29003 0.24
H 2.15056 1.74827 0.72574 0.24
H 3.62691 1.03395 0.05708 0.24
C 0.21503 -1.99230 -1.56850 -0.18
C 1.26982 -1.39592 -2.16018 -0.19
C 1.61917 0.06287 -2.10071 -0.43
C 0.38151 1.02829 -2.01198 -0.47
C -0.33609 1.29514 -0.80064 -0.52
C -1.56975 0.72643 -0.18844 -0.53
C -1.66005 -0.85847 -0.15952 -0.37
C -1.18221 -1.46288 -1.49350 -0.57
H 2.24523 0.33043 -2.98381 0.21
H -0.28021 0.66281 -2.80155 0.21
H 2.25119 0.25460 -1.21136 0.19
H -1.27393 -0.65312 -2.28512 0.23
H 0.34792 -2.95783 -1.06782 0.19
H 2.12323 -2.03165 -2.42770 0.19
H -1.88528 -2.28054 -1.77023 0.20
H -1.09129 -1.28005 0.68745 0.19
H -1.53652 1.07852 0.86039 0.21
H -2.69581 -1.17398 0.05998 0.19
H 0.74482 2.01958 -2.37317 0.20
H 0.11181 2.11281 -0.22485 0.18
P -2.52254 0.08957 -3.20628 0.90
C -3.07310 -1.14760 -4.40639 -0.93
C -2.02163 1.53234 -4.17794 -0.94
P -3.21388 1.49678 -0.50892 1.45
C -3.77510 0.43092 -1.94340 -1.06
C -2.78609 3.10762 -1.18460 -0.98
C -4.70522 1.94632 0.46442 -0.95
H -3.63744 -1.96161 -3.92585 0.25
H -2.20414 -1.55366 -4.95128 0.26
H -3.72411 -0.62605 -5.12099 0.23
H -2.79366 1.70990 -4.93611 0.22
H -1.08073 1.31634 -4.69321 0.26
H -1.90868 2.42494 -3.56225 0.24
H -5.47595 2.32930 -0.22944 0.26
H -4.47608 2.76499 1.15068 0.26
H -5.13976 1.11850 1.04249 0.26
H -4.18092 -0.51165 -1.53293 0.28
H -4.58527 1.00355 -2.42310 0.25
H -2.89849 3.83619 -0.37357 0.25
H -3.50272 3.33066 -1.98339 0.25
H -1.75735 3.12300 -1.54368 0.29
I -0.48504 -3.35595 3.13256 -0.43

=====

74
Properties=species:S:1:pos:R:3:lowdin_charge:R:1 method="wB97M-V/def2-TZVPD" gap_ev=9.64 smiles=COC[C@H](C)N.COC[C@H](C)N.COC[C@H](C)N.COC[C@H](C)N.O.O e_homo_ev=-9.1
C -1.40385 -4.98497 1.17238 -0.14
O -2.30092 -3.98634 1.54297 -0.19
C -2.46154 -3.00895 0.51544 -0.20
C -3.37576 -1.93088 1.05728 -0.45
C -4.80400 -2.44628 1.25261 -0.05
N -3.36888 -0.74014 0.21886 0.05
H -0.46269 -4.58457 0.77660 0.08
H -1.82951 -5.61089 0.36956 0.09
H -1.18494 -5.63252 2.01806 0.09
H -1.46084 -2.62189 0.26858 0.12
H -2.87484 -3.50047 -0.37785 0.13
H -2.97043 -1.66658 2.04227 0.10
H -5.10411 -3.08877 0.41889 0.08
H -5.51035 -1.61160 1.21720 0.07
H -4.94324 -2.97190 2.19321 0.08
H -3.90841 -0.03456 0.71694 0.07
H -2.44076 -0.30936 0.22836 0.03
C 5.04407 0.40167 -0.67242 -0.11
O 4.62723 1.36730 -1.59146 -0.18
C 3.24122 1.64379 -1.58299 -0.22
C 2.43176 0.57933 -2.27866 -0.42
C 2.92576 0.50051 -3.71898 -0.05
N 0.99723 0.97822 -2.19953 0.03
H 4.43941 0.45152 0.24308 0.08
H 6.06528 0.65673 -0.39097 0.09
H 5.00874 -0.61549 -1.07107 0.10
H 2.86910 1.84754 -0.56800 0.13
H 3.10464 2.57122 -2.15050 0.14
H 2.60998 -0.39107 -1.81352 0.14
H 2.32527 1.15161 -4.35385 0.08
H 2.78548 -0.51178 -4.11666 0.08
H 4.00056 0.66890 -3.76288 0.08
H 0.94282 1.87121 -2.70681 0.09
H 0.49690 0.42853 -2.90955 0.10
C -4.83146 2.70262 -4.74673 -0.13
O -4.10251 3.43327 -3.81126 -0.19
C -3.61053 2.65093 -2.75839 -0.23
C -2.75684 3.51944 -1.83899 -0.43
C -2.41015 2.71719 -0.59400 -0.08
N -3.42825 4.77937 -1.45100 0.04
H -5.46558 1.92884 -4.28210 0.09
H -4.18264 2.16886 -5.45777 0.09
H -5.51399 3.33729 -5.31073 0.09
H -4.41752 2.15299 -2.19611 0.13
H -2.97680 1.82957 -3.14068 0.13
H -1.87134 3.81820 -2.40772 0.13
H -3.27142 2.65308 0.08062 0.08
H -1.65474 3.22275 0.00440 0.08
H -2.13723 1.71052 -0.88732 0.05
H -4.29560 4.53674 -0.96577 0.07
H -3.80079 5.20163 -2.30375 0.06
C 6.16206 -1.32628 2.31315 -0.12
O 4.79889 -1.67091 2.35127 -0.18
C 4.13423 -0.89269 3.31958 -0.24
C 2.69093 -1.27477 3.36390 -0.43
C 1.93342 -0.76209 2.12853 -0.06
N 2.09124 -0.61952 4.54052 0.04
H 6.73469 -2.03392 1.71643 0.09
H 6.60068 -1.31060 3.32196 0.09
H 6.31901 -0.32442 1.88822 0.08
H 4.58292 -1.08235 4.30967 0.13
H 4.22997 0.18591 3.13455 0.13
H 2.56109 -2.36027 3.43451 0.14
H 2.41701 -1.08077 1.20722 0.08
H 1.96154 0.32953 2.15549 0.08
H 0.90559 -1.10031 2.20064 0.04
H 2.28764 -1.16444 5.37450 0.07
H 1.08171 -0.61160 4.44119 0.05
O -1.41787 -0.52320 3.45186 -0.05
H -0.95439 -0.85018 2.67070 0.00
H -1.72627 -1.31538 3.90345 0.05
O -0.35003 0.59153 0.32442 -0.10
H 0.10177 0.87227 -0.50197 0.00
H 0.07117 1.09208 1.03091 0.03

=====

15
Properties=species:S:1:pos:R:3:nbo_charge:R:1 method="wB97M-V/def2-TZVPD" gap_ev=9.57 smiles="CC1=CCNC1" e_homo_ev=-8.5
C -2.09595 0.02398 -0.15445 -0.65
C -0.57837 0.18015 -0.04020 0.01
C 0.23162 1.20566 -0.01387 -0.24
C 1.63252 0.68906 -0.05382 -0.24
N 1.54741 -0.70830 -0.41865 -0.61
C 0.24055 -1.12610 0.16216 -0.26
H -2.38413 1.05604 0.09773 0.22
H -2.61686 -0.87777 0.46846 0.23
H -2.37891 -0.17723 -1.37211 0.23
H -0.06511 2.30051 0.14253 0.22
H 2.09683 0.70021 0.99661 0.16
H 2.25560 1.25658 -0.69448 0.20
H 2.33905 -1.26726 -0.07136 0.37
H -0.27467 -2.03018 -0.44151 0.20
H 0.05042 -1.22533 1.39296 0.17

=====

Computed F_max (eV Å⁻¹) in order:
1.06, 5.53, 3.50, 4.11, 1.34, 3.67
Computed energy above the lowest of the compared OMol25 structures with the same formula, charge and spin (eV) in order:
0.480, 0.000, 2.074, 0.288, 0.683, 2.497
Computed electronic energy (Ha) in order:
-364.250528, -2772.933682, -421.170012, -3116.460583, -1308.785776, -250.575180